No. 1
{"formula": "C20H45ClN3O11", "method": "ωB97M-V with the def2-TZVPD basis set", "elements": ["Cl", "O", "O", "O", "O", "O", "C", "O", "C", "C", "C", "H", "H", "H", "H", "H", "H", "O", "C", "O", "C", "C", "C", "H", "H", "H", "H", "H", "H", "C", "C", "C", "O", "C", "N", "H", "H", "H", "H", "H", "H", "H", "H", "H", "H", "H", "C", "C", "C", "O", "C", "N", "H", "H", "H", "H", "H", "H", "H", "H", "H", "H", "H", "C", "C", "C", "O", "C", "N", "H", "H", "H", "H", "H", "H", "H", "H", "H", "H", "H"], "xyz": [[-1.4302, 0.3433, 1.0750], [-0.1504, 0.4149, 0.4062], [-1.2451, 0.6430, 2.4857], [-2.3329, 1.3117, 0.5128], [-1.9595, -1.0028, 0.9819], [-2.6704, -5.3088, -2.1642], [-2.0030, -4.8844, -1.2610], [-2.3292, -5.0805, 0.0308], [-1.4864, -4.2917, 0.9093], [-0.2643, -3.9134, 0.0866], [-0.7831, -3.9924, -1.3589], [-1.2615, -4.9175, 1.7710], [-2.0874, -3.4514, 1.2551], [0.4638, -4.7248, 0.1724], [0.1817, -2.9516, 0.3181], [-0.0680, -4.3691, -2.0837], [-1.1432, -3.0236, -1.7090], [-1.0612, -0.4712, 6.5317], [-0.2648, -0.7140, 5.6727], [-0.5430, -1.5250, 4.6422], [0.5402, -1.6561, 3.7076], [1.6474, -0.6943, 4.2020], [1.1439, -0.1487, 5.5263], [0.1703, -1.5281, 2.6963], [0.8756, -2.6942, 3.8104], [1.8550, 0.0633, 3.4527], [2.5564, -1.2703, 4.3758], [1.0618, 0.9335, 5.5910], [1.6851, -0.5540, 6.3831], [-4.7949, -1.0114, -1.6189], [-3.7464, -1.5315, -2.6010], [-4.1198, -1.3865, -4.0598], [-4.2704, -0.0284, -4.4450], [-3.1909, 0.5015, -5.1531], [-2.4235, -0.9139, -2.3387], [-4.4452, -1.2465, -0.6142], [-5.7698, -1.4704, -1.7918], [-4.8621, 0.0712, -1.7307], [-3.5950, -2.6091, -2.4500], [-5.0777, -1.8946, -4.2201], [-3.3908, -1.9144, -4.6815], [-2.7313, -0.2263, -5.8279], [-2.4101, 0.9750, -4.5441], [-3.5298, 1.3393, -5.7804], [-2.0863, -1.2879, -1.4549], [-2.6206, 0.0540, -2.0841], [0.3181, 4.4878, 1.8984], [1.0179, 4.0646, 3.1754], [0.6816, 4.9972, 4.3208], [1.2733, 6.2586, 4.0421], [1.1159, 7.1910, 5.0966], [0.7461, 2.6828, 3.5827], [0.8012, 5.3594, 1.4556], [-0.7366, 4.7117, 2.0795], [0.3125, 3.6787, 1.1647], [2.1070, 4.1773, 3.1265], [1.0110, 4.6136, 5.2942], [-0.4098, 5.1216, 4.4328], [2.1095, 7.5827, 5.3533], [0.6670, 6.7459, 5.9815], [0.5876, 8.0722, 4.7215], [1.2469, 2.0380, 2.9854], [-0.2357, 2.4846, 3.4060], [5.4139, -1.6504, -4.4037], [3.9966, -1.2954, -4.0407], [3.8715, 0.2148, -3.7650], [2.5698, 0.6584, -3.5116], [1.8895, 0.0744, -2.4122], [3.0446, -1.7289, -5.0656], [6.1160, -1.2586, -3.6647], [5.7386, -1.2376, -5.3698], [5.5853, -2.7212, -4.5261], [3.7854, -1.7747, -3.0783], [4.1438, 0.7346, -4.6966], [4.6507, 0.5415, -3.0566], [0.8725, -0.1458, -2.7440], [1.7341, 0.7902, -1.5950], [2.3594, -0.7885, -1.9431], [2.1620, -1.2499, -4.9194], [3.4197, -1.3929, -5.9479]], "e_homo_ev": -6.757, "orbital_gap_ev": 9.296, "charge": -1, "lumo_ha": 0.09330}

No. 2
{"formula": "C33H48AgN2P2", "method": "ωB97M-V with the def2-TZVPD basis set", "elements": ["Ag", "C", "C", "C", "P", "C", "C", "C", "C", "C", "C", "C", "C", "C", "N", "C", "C", "C", "C", "C", "C", "P", "C", "C", "C", "C", "C", "C", "H", "H", "H", "H", "H", "H", "H", "H", "H", "H", "H", "H", "H", "H", "H", "H", "H", "H", "H", "H", "H", "H", "H", "H", "H", "H", "H", "H", "H", "H", "H", "H", "H", "H", "H", "H", "C", "N", "C", "C", "C", "C", "C", "C", "C", "C", "H", "H", "H", "H", "H", "H", "H", "H", "H", "H", "H", "H"], "xyz": [[-0.3329, 0.0861, -0.5079], [-1.9851, 3.4593, 1.1950], [-2.3959, 2.1059, 1.7876], [-3.3225, 2.2476, 2.9929], [-0.8884, 1.0523, 1.9483], [0.3601, 2.0252, 2.9079], [1.5207, 1.0854, 3.2470], [-0.0290, 2.8727, 4.1185], [-1.3560, -0.3958, 2.9487], [-1.5670, -0.3280, 4.3315], [-1.7334, -1.4447, 5.1337], [-1.6528, -2.6968, 4.5166], [-1.4675, -2.8139, 3.1562], [-1.3674, -1.6770, 2.2957], [-1.2045, -1.7802, 0.9479], [-1.5332, -2.9374, 0.2817], [-2.6881, -3.7027, 0.5773], [-3.0049, -4.8501, -0.1215], [-2.1964, -5.2959, -1.1704], [-1.0838, -4.5384, -1.4991], [-0.7421, -3.3686, -0.8112], [0.6471, -2.2868, -1.3080], [0.7269, -2.5495, -3.1569], [1.5672, -3.7184, -3.6811], [1.1609, -1.2450, -3.8281], [2.1205, -3.1629, -0.6260], [1.9521, -3.2864, 0.8918], [3.4022, -2.3935, -0.9530], [-2.8511, 3.9771, 0.7720], [-1.2404, 3.3466, 0.4051], [-1.5571, 4.1120, 1.9631], [-2.9501, 1.5662, 1.0134], [-2.8342, 2.7528, 3.8285], [-3.6692, 1.2754, 3.3460], [-4.2030, 2.8420, 2.7219], [0.7301, 2.7069, 2.1319], [1.2520, 0.4138, 4.0676], [2.3988, 1.6671, 3.5461], [1.8020, 0.4677, 2.3893], [-0.3556, 2.2621, 4.9628], [-0.8154, 3.5927, 3.8915], [0.8451, 3.4418, 4.4558], [-1.6014, 0.6498, 4.7980], [-1.9007, -1.3492, 6.1992], [-1.7271, -3.5996, 5.1151], [-1.3966, -3.8018, 2.7176], [-3.3320, -3.3629, 1.3784], [-3.9029, -5.3993, 0.1403], [-2.4352, -6.1983, -1.7189], [-0.4662, -4.8618, -2.3286], [-0.3160, -2.7347, -3.4203], [2.6355, -3.5301, -3.5473], [1.3979, -3.8383, -4.7565], [1.3425, -4.6736, -3.2041], [2.2014, -0.9995, -3.5821], [0.5593, -0.4061, -3.4903], [1.0847, -1.3231, -4.9195], [2.1633, -4.1642, -1.0663], [1.8617, -2.2969, 1.3541], [2.8222, -3.7847, 1.3296], [1.0580, -3.8524, 1.1600], [3.3497, -1.3714, -0.5679], [3.5930, -2.3236, -2.0249], [4.2659, -2.8815, -0.4908], [0.2260, 4.4736, -4.3636], [-0.6320, 3.4473, -3.8107], [-0.2672, 2.1466, -4.3369], [-0.6679, 3.4585, -2.3401], [0.6389, 3.1562, -1.6211], [1.5427, 4.2076, -1.4190], [2.7642, 3.9995, -0.7908], [3.0765, 2.7141, -0.3533], [2.1546, 1.6840, -0.5331], [0.8999, 1.8584, -1.1524], [0.1225, 4.4870, -5.4517], [1.2914, 4.3302, -4.1247], [-0.0731, 5.4535, -3.9810], [-0.3723, 2.1477, -5.4251], [-0.9231, 1.3781, -3.9222], [0.7646, 1.8646, -4.0886], [-1.3991, 2.7108, -2.0276], [-1.0460, 4.4433, -2.0442], [1.2800, 5.2073, -1.7608], [3.4545, 4.8215, -0.6420], [4.0237, 2.5193, 0.1428], [2.4255, 0.7075, -0.1389]], "de_lowest_kj_mol": 98.10, "e_homo_ev": -3.472, "orbital_gap_ev": 6.354, "charge": -1, "lumo_ha": 0.10589}

No. 3
{"formula": "C2F6NO4S2Sm", "method": "ωB97M-V with the def2-TZVPD basis set", "elements": ["O", "Sm", "N", "S", "O", "C", "F", "F", "F", "S", "O", "O", "C", "F", "F", "F"], "xyz": [[0.8379, -2.2089, 2.5419], [2.3474, -1.9631, 1.0018], [0.0946, 0.8742, -0.2842], [-0.8050, 0.0224, 1.1453], [-2.2685, -0.2438, 1.0018], [-0.7511, 1.4417, 2.3693], [-1.4967, 2.4565, 1.9611], [0.4942, 1.8603, 2.5422], [-1.2185, 0.9984, 3.5292], [0.8929, 0.2589, -1.4580], [1.8973, -0.7681, -1.0109], [1.4584, 1.2617, -2.3527], [-0.1799, -0.8056, -2.5526], [-0.7422, -1.7643, -1.8316], [-1.1201, -0.0587, -3.1047], [0.5595, -1.3616, -3.4979]], "e_homo_ev": [-2.832, -4.047], "orbital_gap_ev": [5.440, 6.465], "charge": -1, "spin_multiplicity": 7, "lumo_ha": [0.09587, 0.08887]}

No. 4
{"formula": "C19H42MnP2Si", "method": "ωB97M-V with the def2-TZVPD basis set", "elements": ["P", "P", "C", "C", "H", "H", "H", "H", "C", "H", "H", "H", "C", "H", "H", "H", "C", "H", "H", "H", "C", "H", "H", "H", "Mn", "C", "C", "C", "C", "C", "C", "C", "C", "C", "H", "H", "H", "H", "H", "H", "H", "H", "H", "H", "H", "H", "H", "H", "H", "C", "Si", "C", "C", "C", "H", "H", "H", "H", "H", "H", "H", "H", "H", "H", "H"], "xyz": [[-5.0626, 1.4090, -1.4265], [-2.0042, 2.5936, -3.8571], [-4.5334, 2.7148, -2.5377], [-3.8057, 2.2766, -3.8060], [-3.6755, 3.5422, -1.5169], [-5.3435, 3.4383, -2.7670], [-3.8998, 1.1889, -3.9881], [-4.2510, 2.8222, -4.6562], [-1.8011, 4.0021, -5.0091], [-0.7399, 4.1210, -5.2656], [-2.1332, 4.9547, -4.5545], [-2.3608, 3.8382, -5.9387], [-1.1604, 1.1503, -4.5371], [-1.1269, 1.2536, -5.6439], [-1.6874, 0.2106, -4.2994], [-0.1323, 1.0573, -4.1522], [-6.2814, 2.4021, -0.4761], [-6.4348, 1.9604, 0.5169], [-7.2411, 2.4782, -1.0042], [-5.8805, 3.4170, -0.3346], [-5.8700, -0.0869, -2.0746], [-5.4701, -0.3643, -3.0627], [-6.9563, 0.0749, -2.1808], [-5.7235, -0.9382, -1.3929], [0.2241, -1.3546, -1.5114], [-1.6716, 3.3996, -2.2325], [-2.7277, 4.2003, -1.5057], [-2.1921, 4.5504, -0.1060], [-2.4096, 3.4322, 0.9896], [-3.5632, 2.5568, 0.8345], [-3.6695, 1.5208, -0.1809], [-2.3554, 1.1614, -1.0148], [-1.2610, 2.1930, -1.3574], [-1.0158, -2.0465, 0.0761], [-0.7914, 4.0386, -2.3892], [-3.0477, 5.1011, -2.0593], [-2.5695, 5.5435, 0.1994], [-1.1066, 4.7033, -0.1879], [-1.5106, 2.7981, 1.1358], [-2.5365, 3.9887, 1.9277], [-4.1372, 2.3380, 1.7375], [-4.0038, 0.5779, 0.3159], [-2.6414, 0.6460, -1.9642], [-1.8479, 0.3602, -0.4459], [-0.6458, 2.5436, -0.5169], [-0.5299, 1.6267, -1.9561], [-1.1394, -2.9196, -0.5808], [-1.9806, -1.6031, 0.3195], [-0.5372, -2.3420, 1.0100], [2.0997, -2.5678, -0.6617], [2.7111, -0.8570, -0.1521], [2.5398, -0.6869, 1.7151], [4.4961, -0.6114, -0.6323], [1.4642, 0.2746, -0.9951], [1.9551, -3.1654, 0.2508], [2.9663, -2.9762, -1.1952], [1.2228, -2.8249, -1.3145], [3.4799, -0.9077, 2.2342], [2.2513, 0.3268, 2.0164], [1.7825, -1.3737, 2.1123], [4.7566, -1.1330, -1.5595], [4.7701, 0.4377, -0.7700], [5.1615, -1.0010, 0.1474], [0.8757, 0.9361, -0.3199], [1.6949, 0.8026, -1.9456]], "de_lowest_kj_mol": 37.67, "e_homo_ev": [-13.078, -12.232], "orbital_gap_ev": [7.471, 4.597], "charge": 2, "spin_multiplicity": 4, "lumo_ha": [-0.20605, -0.28058]}

No. 5
{"formula": "C27H24F5N7O", "method": "ωB97M-V with the def2-TZVPD basis set", "elements": ["C", "N", "C", "O", "C", "C", "C", "C", "F", "C", "F", "C", "F", "C", "F", "C", "F", "N", "C", "C", "C", "C", "C", "C", "C", "C", "C", "C", "C", "C", "H", "H", "H", "H", "H", "H", "H", "H", "H", "H", "H", "H", "H", "H", "H", "H", "H", "H", "H", "H", "N", "C", "N", "C", "N", "C", "C", "N", "C", "N", "H", "H", "H", "H"], "xyz": [[-5.5586, 0.6628, -0.5891], [-4.1771, 0.2340, -0.4655], [-3.7756, -0.9216, -1.0935], [-4.4882, -1.6863, -1.7052], [-2.2827, -1.0517, -0.8755], [-1.5169, -0.8786, -2.1888], [-1.9313, -1.8557, -3.2297], [-2.7908, -1.4696, -4.2516], [-3.1503, -0.1773, -4.3769], [-3.2422, -2.4034, -5.1749], [-4.0905, -2.0302, -6.1473], [-2.8171, -3.7210, -5.0931], [-3.2418, -4.6228, -5.9936], [-1.9556, -4.1076, -4.0775], [-1.5198, -5.3758, -4.0135], [-1.5273, -3.1795, -3.1380], [-0.7173, -3.5619, -2.1329], [-1.9127, -0.0059, 0.1222], [-0.6568, 0.0874, 0.6448], [-0.2634, 1.0088, 1.5876], [1.0111, 1.1092, 2.1054], [1.3831, 2.0131, 3.1393], [2.7002, 2.0092, 3.6376], [3.0874, 2.8886, 4.6190], [2.1859, 3.8031, 5.1353], [0.8820, 3.8206, 4.6746], [0.4812, 2.9384, 3.6997], [-3.1155, 0.8727, 0.3770], [-2.8516, 2.2958, -0.0999], [-3.5506, 0.8016, 1.8365], [-6.0296, 0.0886, -1.3872], [-6.0962, 0.4812, 0.3386], [-5.6096, 1.7197, -0.8418], [-2.0713, -2.0416, -0.4474], [-1.6928, 0.1325, -2.5690], [-0.4385, -0.9622, -2.0138], [0.0676, -0.6275, 0.3026], [-1.0005, 1.6932, 1.9494], [1.7883, 0.5067, 1.6675], [3.4034, 1.2987, 3.2403], [4.0995, 2.8642, 4.9926], [2.4980, 4.5010, 5.8963], [0.1759, 4.5278, 5.0794], [-0.5377, 2.9708, 3.3625], [-2.6076, 2.2985, -1.1605], [-3.7295, 2.9234, 0.0379], [-2.0218, 2.7519, 0.4359], [-3.7767, -0.2287, 2.1037], [-2.7832, 1.1594, 2.5171], [-4.4493, 1.3938, 1.9973], [7.7047, -1.2717, -1.3554], [6.7710, -1.4399, -0.3896], [6.9426, -2.3280, 0.6064], [5.9536, -2.4402, 1.4766], [4.7866, -1.8280, 1.5558], [4.5907, -0.9409, 0.5720], [5.5641, -0.7064, -0.4232], [5.0717, 0.1985, -1.2937], [3.8552, 0.4785, -0.8312], [3.5184, -0.1667, 0.2850], [7.5865, -0.6700, -2.1574], [8.5481, -1.8210, -1.3874], [6.1422, -3.1570, 2.2624], [3.1789, 1.1451, -1.3544]], "de_lowest_kj_mol": 181.23, "e_homo_ev": -6.101, "orbital_gap_ev": 3.641, "lumo_ha": -0.09040}